A 2-piece molecular cluster, C3H3ClO overall, computed with ωB97M-V with the def2-TZVPD basis set.

```
8
Properties=species:S:1:pos:R:3:lowdin_charge:R:1
C 1.390 -1.174 0.599 -0.016
C 1.514 0.011 0.571 -0.028
C -1.621 1.225 -1.041 -0.526
O -1.201 0.027 -1.305 -0.104
Cl -1.529 1.657 0.665 0.526
H 1.434 -2.165 0.189 0.029
H 1.205 1.009 0.804 -0.001
H -1.191 -0.589 -0.482 0.119
```

Calculated values
ΔE to the lowest compared entry with this formula, charge and spin   3.866 eV
HOMO   -9.561 eV
E_LUMO   0.26 eV